19
Properties=species:S:1:pos:R:3:forces:R:3:nbo_charge:R:1 method="wB97M-V/def2-TZVPD" smiles=C[C@@H]1C[C@@H]1[C@@H](C)O de_lowest_ev=4.193 orbital_gap_ha=0.371 charge=0 e_lumo_ev=1.0 homo_ev=-9.1
C 2.413 -0.073 -0.033 0.06 0.03 -0.02 -0.617
C 0.951 -0.282 0.318 0.07 0.06 -0.30 0.097
O 0.885 -0.661 1.689 -0.08 0.07 0.18 -0.724
C 0.096 0.944 0.079 -0.17 -0.21 0.27 -0.260
C -0.657 1.092 -1.228 -0.31 -0.24 -0.10 -0.414
C -1.394 0.762 0.024 -0.08 -3.21 -0.38 -0.290
C -1.977 -0.994 0.098 0.99 0.12 -0.54 -0.640
H 2.527 0.142 -1.101 -0.02 -0.03 0.14 0.209
H 2.985 -0.975 0.207 -0.07 0.13 -0.04 0.220
H 2.828 0.759 0.544 -0.05 -0.09 -0.07 0.208
H 0.552 -1.098 -0.305 0.07 0.09 0.11 0.157
H 0.083 -0.271 2.058 0.12 -0.10 -0.02 0.471
H 0.539 1.852 0.507 -0.44 -0.18 -0.02 0.222
H -0.570 0.254 -1.917 0.17 0.13 -0.08 0.204
H -0.677 2.061 -1.734 -0.24 -0.19 0.41 0.223
H -2.314 0.519 0.494 -1.11 3.32 1.07 0.295
H -1.888 -1.333 -0.924 0.17 -0.44 -0.11 0.210
H -3.040 -1.177 0.419 0.86 0.89 -0.24 0.212
H -1.341 -1.522 0.806 0.07 -0.14 -0.26 0.217